[1]
{
  "formula": "CHBr2O2P",
  "method": "the ωB97M-V functional and the def2-TZVPD basis",
  "elements": ["C", "O", "O", "P", "Br", "Br", "H"],
  "positions_angstrom": [[0.753698, -1.874105, -0.218222], [1.430256, -2.598985, 0.349831], [0.107693, -1.125595, -0.794805], [0.860322, 1.859924, -0.125900], [3.001106, 1.560269, -0.002150], [-2.627010, 0.774572, 0.831761], [-3.526067, 1.403918, -0.040512]],
  "atomic_forces_ev_per_a": [[0.2, 0.2, -0.1], [1.0, -1.2, 0.9], [-1.1, 0.9, -0.9], [-0.2, 0.2, 0.0], [0.3, -0.1, 0.0], [0.3, -0.2, 0.3], [-0.3, 0.2, -0.3]],
  "nbo_charge": [1.0228, -0.5063, -0.5152, 0.2139, -0.2222, -0.1940, 0.2009],
  "homo_ev": [-8.507, -11.043],
  "s2": 2.00,
  "fmax_ev_per_a": 1.82,
  "spin_multiplicity": 3,
  "energy_ev": -154521.300
}

---

[2]
{
  "formula": "C22H36BiN",
  "method": "the ωB97M-V functional and the def2-TZVPD basis",
  "elements": ["C", "H", "H", "H", "C", "H", "H", "C", "H", "H", "H", "C", "C", "C", "C", "C", "C", "C", "C", "C", "C", "Bi", "H", "H", "H", "H", "H", "H", "H", "H", "H", "H", "H", "H", "H", "H", "H", "C", "N", "C", "C", "C", "C", "C", "C", "C", "C", "H", "H", "H", "H", "H", "H", "H", "H", "H", "H", "H", "H", "H"],
  "positions_angstrom": [[1.218147, 2.538799, -2.026108], [2.158512, 3.100664, -2.050063], [1.206881, 1.810102, -2.842486], [2.403788, -0.276027, 0.719989], [0.002514, 3.459763, -2.071492], [-0.889880, 2.867302, -2.320423], [-0.193421, 3.884918, -1.078120], [0.154172, 4.593038, -3.106798], [-0.765095, 5.182158, -3.181392], [0.965628, 5.283571, -2.845686], [0.372978, 4.199431, -4.104352], [-0.856398, -2.238114, -0.824925], [-1.497716, -1.437939, -1.801593], [-0.546850, -1.113351, -2.806256], [0.675200, -1.745145, -2.463246], [0.483206, -2.434544, -1.236570], [1.487179, -3.260251, -0.533745], [1.908570, -1.720182, -3.276185], [-0.794360, -0.338081, -4.040090], [-2.930904, -1.077741, -1.798856], [-1.505986, -2.805219, 0.378953], [1.772484, 1.096278, -0.272756], [2.777369, -2.051823, -2.696332], [1.812299, -2.391786, -4.144704], [2.122889, -0.715440, -3.668197], [2.507400, -2.993223, -0.831154], [1.402563, -3.146027, 0.556871], [1.342537, -4.332071, -0.760239], [-2.154271, -2.056224, 0.857548], [-2.134944, -3.679307, 0.131946], [-0.763610, -3.132278, 1.117644], [-3.136639, -0.266572, -2.507069], [-3.545305, -1.947385, -2.089462], [-3.261379, -0.752710, -0.801098], [0.016777, 0.376007, -4.238922], [-0.870056, -1.002119, -4.917910], [-1.732777, 0.223638, -3.967211], [0.584701, -1.463095, 3.508615], [1.007073, -0.219830, 4.216346], [2.192691, -0.475375, 5.081774], [1.208758, 0.966876, 3.269238], [-0.035877, 1.173643, 2.468192], [-1.219841, 1.350738, 3.192236], [-2.435340, 1.465447, 2.528713], [-2.474321, 1.444707, 1.136313], [-1.289221, 1.310569, 0.399420], [-0.070735, 1.195348, 1.059708], [1.341508, -1.704268, 2.746490], [-0.396990, -1.305096, 3.047842], [0.518475, -2.256985, 4.262336], [0.232203, 0.030382, 4.851036], [3.037523, -0.767812, 4.449933], [2.428840, 0.432148, 5.641543], [1.929413, -1.280758, 5.774661], [1.410653, 1.829597, 3.916851], [2.110429, 0.757195, 2.689797], [-1.186194, 1.395533, 4.287103], [-3.356671, 1.569686, 3.103801], [-3.420858, 1.534722, 0.605222], [-1.327744, 1.314522, -0.696698]],
  "atomic_forces_ev_per_a": [[0.0, 0.4, -2.1], [0.0, -0.3, 0.2], [0.1, 0.1, 0.0], [0.0, -0.5, -0.7], [-0.7, -0.5, 0.9], [0.2, 0.1, 0.0], [0.1, 0.1, -0.2], [0.6, 0.0, -0.1], [0.1, -0.2, 0.2], [-0.2, -0.2, 0.0], [-0.1, 0.0, 0.1], [-1.0, 0.8, -0.9], [-0.1, -1.4, 2.1], [1.9, -0.3, -0.4], [-0.3, 1.7, -0.3], [-0.3, -0.1, 0.3], [0.3, -0.2, 0.2], [0.5, -0.2, -0.5], [-0.2, 0.3, -0.2], [-0.4, 0.2, -0.1], [-0.3, -0.2, 0.4], [-0.8, 0.5, 1.6], [-0.1, 0.1, -0.2], [0.2, 0.2, 0.2], [0.0, -0.3, 0.0], [-0.2, -0.1, 0.1], [0.0, -0.1, -0.3], [0.0, 0.3, 0.1], [0.1, -0.2, -0.1], [0.2, 0.3, 0.2], [-0.2, 0.0, -0.1], [-0.1, -0.2, 0.2], [0.1, 0.3, 0.1], [0.0, -0.2, -0.2], [-0.1, -0.2, -0.1], [0.0, 0.2, 0.2], [0.2, -0.1, -0.2], [-0.1, -0.3, -0.1], [-0.2, 0.3, 0.1], [0.2, 0.0, 0.2], [0.1, -0.1, 0.7], [-0.4, 0.3, -0.4], [0.1, -0.1, -0.3], [-0.2, 0.0, 0.0], [0.2, -0.1, -0.2], [-0.4, 0.2, 0.1], [0.6, -0.2, -0.1], [-0.3, 0.1, 0.3], [0.4, 0.0, 0.1], [0.0, 0.1, -0.3], [0.3, 0.0, -0.4], [-0.2, 0.0, 0.2], [0.0, -0.1, -0.1], [0.2, 0.2, -0.1], [0.0, -0.2, -0.1], [-0.1, -0.1, 0.0], [-0.2, 0.1, -0.4], [0.3, 0.0, -0.2], [0.2, 0.0, 0.2], [0.0, 0.0, 0.5]],
  "nbo_charge": [-0.4743, 0.2361, 0.2277, -0.1041, -0.4553, 0.2147, 0.2264, -0.6000, 0.2506, 0.2247, 0.2226, -0.1429, 0.1391, 0.0360, -0.1051, 0.1422, -0.6748, -0.6530, -0.6678, -0.6859, -0.6412, 1.1392, 0.2219, 0.2451, 0.2134, 0.2299, 0.2132, 0.2690, 0.2165, 0.2467, 0.2048, 0.2236, 0.2595, 0.2260, 0.2199, 0.2642, 0.2285, -0.4285, -0.3392, -0.4173, -0.2306, -0.1321, -0.1570, -0.1888, -0.1819, -0.2286, -0.3192, 0.2272, 0.2523, 0.2456, 0.4375, 0.2343, 0.2434, 0.2452, 0.2490, 0.2252, 0.2021, 0.2495, 0.2457, 0.2293],
  "homo_ev": [-12.393, -12.781],
  "charge": 2,
  "fmax_ev_per_a": 2.47,
  "energy_ev": -30707.637
}

---

[3]
{
  "formula": "C15H26BF2NRhS2Si2Te",
  "method": "the ωB97M-V functional and the def2-TZVPD basis",
  "elements": ["Rh", "S", "C", "N", "C", "C", "C", "C", "C", "C", "S", "H", "H", "H", "H", "F", "B", "F", "C", "Si", "C", "C", "C", "Te", "C", "Si", "C", "C", "C", "H", "H", "H", "H", "H", "H", "H", "H", "H", "H", "H", "H", "H", "H", "H", "H", "H", "H", "H", "H", "H", "H"],
  "positions_angstrom": [[-2.228767, 0.304918, 0.786889], [-3.652474, 1.643029, -0.657090], [-3.561418, 0.124931, -1.470066], [-2.825656, -0.804426, -0.925563], [-2.860362, -2.012641, -1.615755], [-2.205566, -3.190411, -1.275786], [-2.370131, -4.291032, -2.093051], [-3.170206, -4.225463, -3.237898], [-3.808369, -3.052271, -3.590666], [-3.645352, -1.944714, -2.763818], [-4.342690, -0.351310, -2.921968], [-1.596306, -3.229188, -0.380307], [-1.877440, -5.221314, -1.843586], [-3.297264, -5.105850, -3.852821], [-4.422066, -2.990074, -4.479725], [-4.478783, -0.812497, 2.315280], [-3.177805, -0.776487, 2.250928], [-2.464300, -1.508840, 3.067068], [1.174657, 2.608827, 2.921901], [0.188093, 3.281554, 1.496248], [0.504045, 5.090177, 1.224476], [-1.626616, 2.969444, 1.893010], [0.629126, 2.433397, -0.140948], [0.243029, 0.340926, -0.264993], [1.898652, -0.241814, 0.949931], [3.248508, -1.035913, -0.150827], [3.600031, 0.092496, -1.594697], [4.784390, -1.226794, 0.877321], [2.510936, -2.659878, -0.697153], [0.961537, 3.216653, 3.806170], [2.252929, 2.654299, 2.752011], [0.903154, 1.577637, 3.161731], [0.252611, 5.669806, 2.117448], [-0.084956, 5.483665, 0.392615], [1.560701, 5.263316, 1.005119], [-1.869972, 3.288765, 2.908374], [-1.851900, 1.884401, 1.870544], [-2.314764, 3.461479, 1.207345], [1.695160, 2.539748, -0.357119], [0.069183, 2.890211, -0.959692], [1.539527, -0.964682, 1.684040], [2.244635, 0.652113, 1.467048], [3.970629, 1.063425, -1.252243], [2.723532, 0.263828, -2.224666], [4.375455, -0.344318, -2.229417], [5.148094, -0.253954, 1.217132], [5.577471, -1.687109, 0.281255], [4.619288, -1.856192, 1.754956], [1.508286, -2.517760, -1.111553], [2.432844, -3.348887, 0.148164], [3.116661, -3.145225, -1.465591]],
  "atomic_forces_ev_per_a": [[-0.8, 0.4, -1.0], [-0.2, -0.3, 0.7], [-0.2, 0.0, -0.6], [0.0, 0.3, 1.3], [0.2, -0.1, 0.2], [0.1, 0.0, 0.1], [0.0, 0.0, 0.0], [0.0, 0.0, 0.0], [0.0, 0.1, 0.0], [-0.1, 0.1, -0.1], [0.0, 0.0, -0.1], [0.0, 0.0, 0.0], [0.0, 0.0, 0.0], [0.0, 0.0, 0.0], [0.0, 0.0, 0.0], [-0.3, 0.2, -0.1], [0.3, 0.2, -1.0], [0.4, 0.0, 0.1], [0.0, 0.0, 0.1], [0.2, -0.1, -0.2], [-0.1, 0.1, 0.1], [0.0, 0.4, -0.2], [-0.2, 0.0, 0.3], [0.7, -0.4, 0.1], [0.3, -0.2, -0.2], [-0.2, 0.1, 0.1], [0.0, 0.1, 0.0], [0.1, -0.1, 0.0], [0.1, -0.1, 0.0], [0.0, 0.0, 0.0], [0.0, 0.0, 0.0], [0.0, 0.0, 0.0], [0.0, 0.0, -0.1], [0.0, 0.0, 0.0], [0.0, 0.0, 0.0], [0.0, -0.1, 0.0], [-0.1, -0.4, 0.4], [0.0, -0.1, 0.0], [0.0, 0.0, -0.1], [0.0, 0.0, 0.0], [0.0, 0.1, 0.0], [-0.1, 0.0, 0.0], [0.0, 0.0, 0.0], [0.0, 0.0, 0.0], [0.0, 0.0, 0.0], [0.0, 0.0, 0.0], [0.0, 0.0, 0.1], [0.0, 0.0, 0.0], [0.0, 0.0, 0.0], [0.0, 0.0, 0.0], [0.0, 0.0, 0.0]],
  "nbo_charge": [0.3269, -0.0691, -0.1106, -0.5106, 0.1823, -0.2480, -0.1729, -0.1972, -0.1917, -0.2442, 0.5052, 0.2262, 0.2305, 0.2345, 0.2380, -0.4720, 1.2468, -0.4789, -1.1342, 1.6467, -1.1209, -0.9972, -1.1388, 0.6811, -1.1055, 1.6359, -1.1310, -1.1191, -1.1234, 0.2593, 0.2489, 0.2420, 0.2553, 0.2511, 0.2542, 0.2689, 0.1139, 0.2585, 0.2630, 0.2647, 0.2579, 0.2524, 0.2406, 0.2393, 0.2594, 0.2457, 0.2543, 0.2481, 0.2320, 0.2459, 0.2561],
  "homo_ev": [-11.385, -11.191],
  "charge": 1,
  "fmax_ev_per_a": 1.33,
  "energy_ev": -71303.492
}